Entry 1:
{"formula": "C3H6NO2", "method": "ωB97M-V/def2-TZVPD", "species": ["C", "C", "N", "H", "H", "H", "H", "H", "O", "C", "O", "H"], "coordinates": [[0.770, 0.194, -2.723], [0.240, 1.618, -0.964], [0.352, 1.507, -2.227], [0.738, 0.259, -3.822], [1.841, 0.052, -2.534], [0.110, -0.576, -2.337], [-0.242, 2.527, -0.630], [0.565, 0.752, -0.379], [-0.001, -1.021, 0.985], [-0.235, -1.074, 2.211], [-1.321, -1.060, 2.817], [0.684, -1.211, 2.836]], "mulliken_charge": [-0.7167, -0.1036, -0.5155, 0.2852, 0.2791, 0.3151, 0.2773, 0.1724, -0.5994, -0.0211, -0.6397, 0.2668], "charge": -1, "de_lowest_ev": 1.582, "orbital_gap_ev": 8.03, "homo_ev": -4.04, "energy_ha": -323.1601}

=====

Entry 2:
{"formula": "C25H26N4O3S", "method": "ωB97M-V/def2-TZVPD", "species": ["C", "H", "O", "C", "C", "C", "C", "C", "C", "H", "H", "C", "O", "C", "H", "H", "S", "C", "N", "N", "C", "N", "C", "C", "C", "C", "C", "O", "H", "H", "H", "H", "H", "C", "N", "C", "C", "C", "C", "C", "C", "C", "H", "H", "H", "H", "C", "H", "H", "H", "H", "H", "H", "H", "H", "H", "H", "H", "H"], "coordinates": [[-1.632, -0.618, -3.220], [-1.754, -1.567, -3.751], [-1.503, -0.814, -1.832], [-0.484, -1.576, -1.367], [0.522, -2.130, -2.155], [1.529, -2.867, -1.562], [1.576, -3.042, -0.182], [0.546, -2.514, 0.600], [-0.473, -1.798, 0.015], [-1.279, -1.386, 0.602], [0.528, -2.681, 1.666], [2.755, -3.735, 0.384], [3.251, -4.717, -0.116], [3.406, -3.029, 1.560], [4.278, -3.582, 1.905], [2.728, -2.803, 2.379], [4.007, -1.421, 0.916], [2.599, -0.459, 1.263], [1.868, -0.530, 2.340], [0.872, 0.355, 2.210], [0.999, 0.963, 1.063], [2.092, 0.476, 0.401], [2.613, 0.860, -0.888], [3.327, 2.170, -0.814], [2.958, 3.429, -1.193], [4.032, 4.278, -0.829], [4.964, 3.472, -0.253], [4.546, 2.198, -0.238], [5.927, 3.677, 0.170], [4.094, 5.336, -0.978], [2.047, 3.714, -1.677], [1.784, 0.930, -1.597], [3.305, 0.072, -1.203], [0.093, 2.041, 0.570], [-1.116, 2.120, 1.358], [-2.229, 1.374, 0.943], [-2.758, 1.591, -0.326], [-3.887, 0.919, -0.750], [-4.522, 0.010, 0.082], [-3.999, -0.192, 1.352], [-2.869, 0.472, 1.803], [-2.340, 0.216, 3.185], [-2.490, 1.089, 3.821], [-2.862, -0.623, 3.639], [-1.273, -0.008, 3.158], [-4.487, -0.897, 2.012], [-5.728, -0.754, -0.377], [-6.216, -0.247, -1.206], [-6.444, -0.872, 0.433], [-5.435, -1.750, -0.713], [-4.286, 1.113, -1.736], [-2.287, 2.311, -0.979], [-0.897, 1.956, 2.334], [-0.161, 1.854, -0.478], [0.627, 3.001, 0.626], [2.314, -3.296, -2.167], [0.530, -1.996, -3.225], [-0.773, -0.078, -3.635], [-2.529, -0.016, -3.344]], "mulliken_charge": [-0.9978, 0.3798, -0.1352, 0.4229, -0.5125, -1.1466, 0.0630, -0.0790, 0.2355, 0.2687, 0.4699, 0.0680, -0.5825, -0.7775, 0.4507, 0.4376, -0.1971, 0.5537, -0.8389, -0.2342, 0.5482, 0.6795, -0.7989, 0.1937, -0.5245, -0.4665, -0.5636, -0.3025, 0.4539, 0.4370, 0.5384, 0.1458, 0.7465, -1.1155, -0.3475, 0.5431, -0.3072, -1.0604, 0.6434, -0.6571, 1.0014, -1.9503, 0.4180, 0.4098, 0.3389, 0.3418, -1.5354, 0.3800, 0.3956, 0.2725, 0.4803, 0.5621, 0.4659, 0.2338, 0.1085, 0.4150, 0.4594, 0.3632, 0.2052], "de_lowest_ev": 2.534, "orbital_gap_ev": 8.23, "homo_ev": -7.81, "energy_ha": -1811.1670}

=====

Entry 3:
{"formula": "C4H7NO", "method": "ωB97M-V/def2-TZVPD", "species": ["C", "O", "C", "C", "N", "C", "H", "H", "H", "H", "H", "H", "H"], "coordinates": [[0.186, 1.355, 0.213], [-0.543, 0.822, 1.305], [-0.068, -0.494, 1.131], [-0.688, -1.449, -0.752], [-0.500, -0.305, -1.562], [0.425, 0.035, -0.511], [1.144, 1.798, 0.528], [-0.393, 2.111, -0.332], [0.916, -0.663, 1.598], [-0.786, -1.211, 1.543], [0.236, -2.057, -0.876], [-1.336, 0.278, -1.501], [1.451, -0.217, -0.792]], "mulliken_charge": [-0.6778, -0.3844, -0.3774, -0.5386, -0.4373, 0.2175, 0.2760, 0.3360, 0.2939, 0.3245, 0.2154, 0.3128, 0.4394], "de_lowest_ev": 6.584, "orbital_gap_ev": 9.33, "homo_ev": -8.34, "energy_ha": -286.3897}

=====

Entry 4:
{"formula": "C4H14N2O", "method": "ωB97M-V/def2-TZVPD", "species": ["C", "N", "C", "C", "C", "N", "H", "H", "H", "H", "H", "H", "H", "H", "H", "H", "H", "H", "H", "H", "O"], "coordinates": [[1.998, -1.138, 1.066], [0.983, -1.073, 0.039], [0.136, 1.206, 0.160], [-0.228, -0.314, 0.097], [-1.103, -0.815, 1.264], [-1.121, -2.321, 1.134], [2.977, -1.336, 0.642], [1.749, -1.839, 1.861], [2.093, -0.141, 1.516], [1.432, -1.118, -0.876], [0.102, 1.632, 1.159], [1.103, 1.313, -0.320], [-0.662, 1.688, -0.405], [-0.853, -0.558, -0.761], [-2.072, -0.339, 1.230], [-0.536, -0.660, 2.190], [-0.360, -2.771, 1.586], [-2.018, -2.622, 1.487], [-0.495, 3.489, -4.562], [-1.880, 4.079, -4.526], [-1.247, 3.636, -3.981]], "lowdin_spin": [0.0770, 0.6691, 0.0694, 0.0576, 0.0134, 0.0307, -0.0003, 0.0235, 0.0321, 0.0116, 0.0048, -0.0005, 0.0065, 0.0038, 0.0004, 0.0010, -0.0010, 0.0008, 0.0000, 0.0000, 0.0000], "charge": 1, "de_lowest_ev": 0.674, "orbital_gap_ev": [10.63, 6.03], "multiplicity": 2, "homo_ev": [-13.64, -13.53], "energy_ha": -345.2193}

=====

Entry 5:
{"formula": "C40H57AlClO38", "method": "ωB97M-V/def2-TZVPD", "species": ["C", "C", "O", "Al", "C", "C", "O", "Cl", "H", "H", "H", "H", "H", "H", "H", "H", "H", "C", "C", "O", "C", "O", "O", "H", "H", "H", "H", "C", "C", "O", "C", "O", "O", "H", "H", "H", "H", "C", "C", "O", "C", "O", "O", "H", "H", "H", "H", "C", "C", "O", "C", "O", "O", "H", "H", "H", "H", "C", "C", "O", "C", "O", "O", "H", "H", "H", "H", "C", "C", "O", "C", "O", "O", "H", "H", "H", "H", "C", "C", "O", "C", "O", "O", "H", "H", "H", "H", "C", "C", "O", "C", "O", "O", "H", "H", "H", "H", "C", "C", "O", "C", "O", "O", "H", "H", "H", "H", "C", "C", "O", "C", "O", "O", "H", "H", "H", "H", "C", "C", "O", "C", "O", "O", "H", "H", "H", "H", "C", "C", "O", "C", "O", "O", "H", "H", "H", "H"], "coordinates": [[-0.957, 0.360, -0.260], [-1.038, 0.958, -1.734], [-2.184, 1.788, -2.011], [-3.020, 2.451, -0.481], [-4.482, 1.047, 0.042], [-4.449, -0.088, -1.039], [-4.031, -1.241, -0.887], [-5.052, 0.324, -2.747], [-0.583, 1.156, 0.464], [-1.892, -0.167, 0.094], [-0.129, -0.438, -0.266], [-1.062, 0.107, -2.497], [-0.078, 1.562, -1.903], [-2.050, 2.795, 0.723], [-3.799, 3.800, -0.894], [-4.255, 0.630, 1.074], [-5.531, 1.502, 0.021], [-4.524, -3.755, -3.020], [-4.132, -4.658, -1.894], [-3.569, -5.782, -2.570], [-3.151, -5.349, -3.789], [-2.484, -6.002, -4.542], [-3.584, -4.091, -4.042], [-4.448, -2.700, -2.754], [-5.533, -3.957, -3.388], [-3.369, -4.215, -1.248], [-4.983, -4.956, -1.282], [-0.923, 0.464, 4.677], [0.560, 0.242, 4.621], [0.932, 0.880, 3.406], [-0.024, 1.814, 3.135], [0.069, 2.637, 2.278], [-1.090, 1.683, 3.965], [-1.293, 0.558, 5.698], [-1.484, -0.323, 4.166], [1.088, 0.723, 5.450], [0.824, -0.817, 4.600], [-9.147, -2.193, -4.846], [-9.149, -3.673, -4.595], [-8.096, -3.838, -3.655], [-7.934, -2.644, -3.018], [-7.248, -2.481, -2.058], [-8.656, -1.663, -3.622], [-10.143, -1.805, -5.066], [-8.468, -1.906, -5.653], [-10.084, -4.020, -4.145], [-8.956, -4.250, -5.500], [3.992, 3.427, 2.627], [3.978, 1.950, 2.868], [5.019, 1.770, 3.827], [5.177, 2.953, 4.470], [5.851, 3.105, 5.449], [4.470, 3.945, 3.867], [3.003, 3.821, 2.394], [4.685, 3.718, 1.832], [3.035, 1.608, 3.300], [4.181, 1.377, 1.963], [3.086, 5.110, 6.290], [3.163, 5.330, 7.771], [1.800, 5.269, 8.175], [1.134, 4.544, 7.234], [0.010, 4.161, 7.351], [1.916, 4.310, 6.146], [3.958, 4.593, 5.901], [2.948, 6.042, 5.736], [3.720, 4.539, 8.283], [3.603, 6.294, 8.027], [8.654, 4.759, 4.946], [10.138, 4.549, 4.880], [10.496, 5.204, 3.665], [9.535, 6.131, 3.407], [9.615, 6.966, 2.555], [8.473, 5.986, 4.242], [8.289, 4.840, 5.966], [8.096, 3.971, 4.433], [10.667, 5.027, 5.708], [10.412, 3.496, 4.848], [-2.384, -9.362, -3.383], [-2.384, -8.933, -1.949], [-2.939, -10.060, -1.277], [-2.723, -11.146, -2.067], [-2.914, -12.277, -1.726], [-2.258, -10.780, -3.295], [-1.555, -8.933, -3.947], [-3.321, -9.121, -3.892], [-1.378, -8.754, -1.566], [-2.989, -8.042, -1.784], [-5.599, 3.746, -4.264], [-6.106, 4.853, -5.133], [-7.115, 5.453, -4.329], [-6.822, 5.155, -3.032], [-7.374, 5.643, -2.089], [-5.825, 4.239, -2.949], [-4.543, 3.543, -4.427], [-6.165, 2.817, -4.394], [-5.337, 5.596, -5.351], [-6.524, 4.489, -6.074], [-0.431, 4.816, -4.144], [-1.234, 3.934, -5.051], [-2.577, 4.285, -4.731], [-2.551, 5.543, -4.209], [-3.524, 6.207, -3.987], [-1.277, 5.950, -3.971], [0.524, 5.108, -4.583], [-0.250, 4.357, -3.169], [-1.056, 4.148, -6.111], [-1.054, 2.872, -4.873], [0.554, -11.380, -2.123], [2.010, -11.738, -2.117], [2.635, -10.531, -2.539], [1.783, -9.511, -2.246], [2.067, -8.355, -2.317], [0.565, -9.982, -1.861], [-0.010, -11.913, -1.357], [0.084, -11.553, -3.094], [2.374, -11.995, -1.118], [2.241, -12.557, -2.799], [1.869, -0.483, -6.836], [1.373, 0.636, -7.704], [0.364, 1.238, -6.902], [0.646, 0.933, -5.606], [0.094, 1.418, -4.665], [1.637, 0.007, -5.521], [2.928, -0.694, -6.991], [1.299, -1.405, -6.975], [2.148, 1.379, -7.913], [0.959, 0.281, -8.648], [8.272, 2.469, 10.083], [7.680, 3.822, 9.822], [8.429, 4.287, 8.706], [8.916, 3.192, 8.065], [9.447, 3.220, 6.995], [8.719, 2.064, 8.795], [7.543, 1.763, 10.481], [9.131, 2.511, 10.759], [6.624, 3.771, 9.543], [7.788, 4.497, 10.672]], "mulliken_charge": [-1.0591, 0.1815, -0.2923, -0.2971, -0.6982, 0.4968, -0.5608, -0.2090, 0.1308, 0.1651, 0.4181, 0.1482, 0.0543, -0.0142, -0.2794, 0.3078, 0.4282, 0.6090, -0.4001, -0.2364, 0.5930, -0.5708, -0.3389, -0.1073, -0.2038, 0.2245, 0.3585, -0.3896, -0.3309, -0.2565, 0.5889, -0.3589, -0.3202, 0.3177, 0.2695, 0.2235, 0.3381, -0.3375, -0.3127, -0.3127, 0.6440, -0.4541, -0.2938, 0.2910, 0.2701, 0.2656, 0.2855, -0.4341, 0.2845, -0.3461, 0.7435, -0.5908, -0.3397, 0.3384, 0.2475, -0.2147, 0.3221, 0.3710, -0.2821, -0.3650, 0.5582, -0.5252, -0.1882, -0.3213, 0.2188, 0.2187, 0.3357, 0.1138, -0.2277, -0.3621, 0.5891, -0.5534, -0.3389, 0.1405, 0.0173, 0.2253, 0.3629, -0.2516, 0.1372, -0.3530, 0.5942, -0.5630, -0.3783, 0.2910, 0.3052, 0.1661, 0.1139, -0.0737, -0.2153, -0.3959, 0.5271, -0.5909, -0.0139, 0.1061, 0.2670, 0.2043, 0.3381, -0.2697, 0.0417, -0.2714, 0.5308, -0.5439, -0.4266, 0.3217, 0.2108, 0.2818, 0.1268, -0.3255, -0.3708, -0.3339, 0.5689, -0.5296, -0.2146, 0.3364, 0.2583, 0.2514, 0.3085, -0.3710, -0.3017, -0.2823, 0.5450, -0.4984, -0.3341, 0.2825, 0.2704, 0.2655, 0.2707, -0.3895, -0.0666, -0.3143, 0.6372, -0.4588, -0.3281, 0.3227, 0.2583, 0.0595, 0.2944], "charge": -1, "orbital_gap_ev": 6.28, "homo_ev": -5.02, "energy_ha": -5120.3428}

=====

Entry 6:
{"formula": "C22H76O27", "method": "ωB97M-V/def2-TZVPD", "species": ["O", "H", "H", "O", "H", "H", "O", "H", "H", "O", "H", "H", "O", "H", "H", "C", "C", "O", "O", "H", "H", "H", "H", "H", "H", "C", "C", "O", "O", "H", "H", "H", "H", "H", "H", "C", "C", "O", "O", "H", "H", "H", "H", "H", "H", "C", "C", "O", "O", "H", "H", "H", "H", "H", "H", "C", "C", "O", "O", "H", "H", "H", "H", "H", "H", "C", "C", "O", "O", "H", "H", "H", "H", "H", "H", "C", "C", "O", "O", "H", "H", "H", "H", "H", "H", "C", "C", "O", "O", "H", "H", "H", "H", "H", "H", "C", "C", "O", "O", "H", "H", "H", "H", "H", "H", "C", "C", "O", "O", "H", "H", "H", "H", "H", "H", "C", "C", "O", "O", "H", "H", "H", "H", "H", "H"], "coordinates": [[4.037, -1.145, 0.792], [4.088, -1.537, -0.107], [3.191, -0.698, 0.847], [3.977, -2.012, -1.734], [3.620, -2.857, -1.364], [3.360, -1.553, -2.299], [1.891, -2.319, 2.439], [1.926, -1.529, 2.862], [1.598, -2.923, 3.074], [3.947, 0.444, 3.177], [4.030, -0.187, 2.455], [3.286, 1.055, 2.955], [-0.082, -2.665, -2.806], [-0.464, -1.838, -2.530], [-0.851, -3.214, -3.008], [1.529, -0.013, -3.718], [2.717, 0.809, -4.336], [2.391, 2.108, -4.607], [2.084, -1.211, -3.466], [0.787, -0.074, -4.423], [1.125, 0.464, -2.821], [3.015, 0.332, -5.287], [3.474, 0.968, -3.580], [2.897, 2.768, -4.162], [1.394, -1.816, -3.143], [1.882, -4.817, -0.253], [2.355, -5.650, 0.832], [1.480, -6.761, 0.898], [2.470, -3.578, 0.053], [0.831, -4.637, -0.288], [2.186, -5.199, -1.230], [2.162, -5.151, 1.729], [3.373, -5.950, 0.665], [1.569, -7.058, 0.025], [2.145, -3.111, 0.867], [-1.284, -1.539, 4.332], [-2.787, -1.498, 4.608], [-3.035, -2.314, 5.696], [-1.174, -0.817, 3.127], [-0.836, -2.569, 4.376], [-0.742, -1.094, 5.108], [-3.325, -1.842, 3.683], [-3.249, -0.513, 4.777], [-2.434, -2.082, 6.441], [-0.335, -0.409, 3.164], [3.508, 2.210, -0.796], [2.347, 3.003, -1.218], [1.231, 2.741, -0.419], [3.888, 2.782, 0.489], [4.207, 2.601, -1.527], [3.319, 1.167, -0.997], [2.072, 2.812, -2.313], [2.534, 4.104, -1.064], [0.463, 3.244, -0.720], [3.073, 2.795, 1.022], [3.275, 3.739, 3.305], [2.600, 5.135, 3.145], [3.334, 5.997, 4.005], [2.444, 2.753, 2.831], [3.488, 3.648, 4.409], [4.248, 3.801, 2.942], [1.641, 5.102, 3.613], [2.533, 5.318, 2.130], [2.990, 5.914, 4.871], [1.644, 2.674, 3.387], [-0.883, 3.122, 2.299], [-1.461, 2.740, 3.714], [-0.351, 2.757, 4.622], [-1.757, 3.085, 1.088], [-0.070, 2.400, 1.981], [-0.446, 4.040, 2.338], [-1.804, 1.688, 3.579], [-2.354, 3.309, 3.941], [-0.734, 2.389, 5.463], [-2.393, 2.383, 1.180], [-4.989, -0.386, 0.069], [-3.897, -0.805, 1.131], [-3.371, 0.433, 1.800], [-4.280, -0.281, -1.177], [-5.675, 0.378, 0.505], [-5.735, -1.099, -0.046], [-3.097, -1.425, 0.790], [-4.433, -1.485, 1.793], [-2.663, -0.034, 2.285], [-5.011, -0.244, -1.840], [-2.731, 3.501, -2.982], [-1.345, 3.085, -2.427], [-0.771, 4.123, -1.714], [-3.119, 2.422, -3.794], [-2.768, 4.389, -3.602], [-3.431, 3.580, -2.190], [-0.645, 2.708, -3.140], [-1.588, 2.294, -1.740], [-1.261, 5.005, -1.783], [-4.028, 2.380, -3.592], [-1.756, -4.151, -0.156], [-1.142, -3.546, 1.099], [-0.551, -4.603, 1.849], [-2.250, -3.022, -0.850], [-2.541, -4.889, -0.093], [-1.052, -4.586, -0.902], [-1.974, -3.215, 1.583], [-0.502, -2.785, 0.974], [-0.222, -4.224, 2.663], [-1.521, -2.421, -0.949], [-1.757, -0.549, -5.939], [-2.757, -0.893, -4.855], [-3.926, -0.118, -4.974], [-1.447, 0.761, -5.853], [-2.202, -0.788, -6.893], [-0.843, -1.185, -5.924], [-2.294, -0.807, -3.880], [-3.080, -1.896, -5.009], [-4.619, -0.353, -4.340], [-2.225, 1.279, -5.687], [0.896, -0.506, -0.027], [-0.542, 0.051, -0.178], [-1.277, -0.504, -1.202], [1.534, 0.141, 0.958], [1.318, -0.502, -0.964], [0.765, -1.586, 0.189], [-0.480, 1.115, -0.493], [-1.015, 0.058, 0.763], [-2.149, -0.147, -1.128], [1.613, 1.080, 0.757]], "mulliken_charge": [-0.7759, 0.5664, -0.1140, -0.9150, 0.3244, 0.4613, -0.5364, 0.1950, 0.2468, -0.7479, 0.3920, 0.4477, -0.7867, 0.0408, 0.3676, 1.2418, -0.9396, -0.6465, -0.6867, -0.0215, -0.5292, 0.3301, 0.4480, 0.3778, 0.4022, 0.0918, -0.3975, -0.5378, -0.1051, -0.3298, 0.4937, 0.2480, 0.3109, 0.3187, 0.1270, -0.6584, -0.2449, -0.5775, 0.6557, 0.2376, 0.6661, 0.0011, 0.2004, 0.3582, -0.3342, -0.0054, -0.2317, 0.1013, -0.5436, 0.5629, -0.1643, 0.1592, 0.3254, -0.3478, -0.0378, -0.6802, -0.4755, -0.5806, -0.3721, 0.4758, 0.5184, 0.2370, 0.3224, 0.3255, -0.1128, 0.3504, 0.2129, -0.5176, -0.5724, -0.6637, 0.5356, -0.3123, 0.3807, 0.3212, 0.3086, -1.1964, 0.4535, -0.4774, -0.3439, 0.4412, 0.5471, -0.1109, 0.3780, -0.3693, 0.1287, -1.0219, 1.0380, -0.5301, -0.2680, 0.3664, 0.5160, 0.0790, -0.5292, 0.3072, 0.1914, -0.5323, 0.5407, -0.6316, -0.5129, 0.3022, 0.0982, 0.6476, -0.3723, 0.3733, -0.1672, -0.6731, -0.0511, -0.5875, -0.5178, 0.3776, 0.3123, -0.0173, 0.5116, 0.2975, 0.3477, 2.5057, 1.6606, 1.4162, 0.8328, 0.2258, -1.8266, -1.2586, -0.1183, -0.7425, -1.2258], "de_lowest_ev": 6.178, "orbital_gap_ev": 9.26, "homo_ev": -9.56, "energy_ha": -2914.9167}